No. 1
# C44H130Br3N22O9P7

A structure of composition C44H130Br3N22O9P7 at a distorted geometry (ωB97M-V with the def2-TZVPD basis set, the Open Molecules 2025 dataset).

XYZ file:
```
215
C44H130Br3N22O9P7 | the Open Molecules 2025 dataset | ωB97M-V with the def2-TZVPD basis set
C 3.341 3.801 -2.821
N 3.264 3.249 -1.486
O 4.224 2.706 -1.047
O 2.161 3.225 -0.960
H 2.332 3.572 -3.163
H 4.247 3.480 -3.336
H 3.381 4.868 -2.604
O 1.136 6.016 -3.940
P 0.663 5.061 -5.006
N 2.014 4.191 -5.745
C 1.793 2.841 -6.439
C 3.244 5.003 -6.015
N -0.154 5.933 -6.266
C -0.257 7.365 -6.236
C -0.810 5.267 -7.359
N -0.445 3.792 -4.540
C -0.149 2.700 -3.660
C -1.748 4.321 -4.129
H 0.830 2.349 -6.301
H 2.505 2.174 -5.952
H 2.094 2.877 -7.486
H 3.250 5.422 -7.021
H 4.025 4.251 -5.899
H 3.268 5.794 -5.266
H 0.638 7.787 -5.779
H -0.293 7.721 -7.266
H -1.086 7.702 -5.612
H -1.685 4.783 -6.924
H -1.162 5.941 -8.139
H -0.250 4.493 -7.884
H -0.950 1.963 -3.594
H 0.671 2.113 -4.074
H 0.150 3.052 -2.673
H -1.563 4.741 -3.140
H -2.460 3.502 -4.030
H -2.198 5.136 -4.696
O 6.824 3.254 5.324
P 5.876 3.478 4.143
N 4.444 4.289 4.600
C 4.076 4.344 5.972
C 3.496 4.762 3.563
N 5.191 2.049 3.442
C 5.299 0.723 4.095
C 4.315 2.030 2.252
N 6.536 4.365 2.820
C 6.454 5.832 2.885
C 7.525 3.784 1.902
H 3.624 3.409 6.302
H 3.367 5.139 6.205
H 4.988 4.515 6.545
H 2.594 4.157 3.656
H 3.886 4.736 2.545
H 3.262 5.815 3.721
H 6.078 0.789 4.854
H 4.356 0.469 4.581
H 5.608 -0.053 3.395
H 4.430 1.092 1.709
H 3.263 1.910 2.506
H 4.409 2.845 1.533
H 6.897 6.232 3.797
H 6.959 6.397 2.101
H 5.415 6.161 2.884
H 8.480 3.880 2.418
H 7.403 4.212 0.907
H 7.205 2.759 1.717
O -5.826 -3.174 2.177
P -5.882 -1.921 1.387
N -7.137 -0.761 1.713
C -8.220 -1.195 2.543
C -7.388 0.524 1.044
N -6.202 -2.219 -0.227
C -5.862 -1.317 -1.365
C -7.287 -3.194 -0.555
N -4.467 -1.059 1.433
C -3.334 -1.695 0.657
C -4.090 -0.308 2.671
H -7.877 -1.973 3.225
H -9.047 -1.594 1.956
H -8.541 -0.432 3.252
H -6.531 0.729 0.403
H -7.542 1.326 1.766
H -8.171 0.488 0.287
H -5.256 -0.522 -0.930
H -5.300 -1.801 -2.164
H -6.721 -0.773 -1.757
H -7.414 -3.362 -1.624
H -6.918 -4.139 -0.156
H -8.220 -3.054 -0.009
H -2.631 -0.949 0.287
H -2.759 -2.314 1.346
H -3.605 -2.368 -0.156
H -3.955 -0.967 3.528
H -4.833 0.413 3.009
H -3.190 0.281 2.497
O 4.613 -2.554 4.776
P 3.580 -3.125 5.667
N 3.587 -4.805 5.864
C 2.603 -5.496 6.706
C 4.012 -5.684 4.758
N 1.955 -2.757 5.190
C 0.814 -2.991 6.079
C 1.515 -2.696 3.822
N 3.684 -2.453 7.270
C 3.585 -0.979 7.315
C 4.652 -2.919 8.296
H 2.080 -4.757 7.314
H 3.058 -6.230 7.370
H 1.830 -5.979 6.109
H 3.194 -5.845 4.056
H 4.389 -6.649 5.096
H 4.734 -5.153 4.137
H 0.141 -3.799 5.795
H 1.098 -3.052 7.130
H 0.170 -2.116 6.174
H 1.340 -3.688 3.403
H 0.569 -2.154 3.850
H 2.197 -2.068 3.250
H 2.873 -0.703 6.538
H 3.280 -0.665 8.314
H 4.546 -0.511 7.102
H 4.686 -2.296 9.190
H 5.653 -3.008 7.874
H 4.329 -3.884 8.688
O -1.382 -0.514 -6.177
P -0.845 -1.850 -5.855
N 0.815 -2.013 -5.948
C 1.669 -0.857 -6.027
C 1.630 -3.256 -5.944
N -1.485 -3.111 -6.857
C -2.073 -2.679 -8.102
C -1.600 -4.534 -6.549
N -1.332 -2.482 -4.304
C -2.719 -2.502 -3.958
C -0.472 -2.249 -3.144
H 1.988 -0.545 -5.033
H 1.083 -0.028 -6.424
H 2.485 -1.062 -6.721
H 0.964 -4.105 -6.101
H 2.143 -3.514 -5.018
H 2.359 -3.309 -6.752
H -1.449 -1.911 -8.558
H -2.226 -3.484 -8.820
H -2.999 -2.173 -7.827
H -0.953 -5.084 -7.232
H -1.378 -4.830 -5.523
H -2.604 -4.926 -6.714
H -3.386 -2.617 -4.812
H -2.905 -3.349 -3.298
H -3.006 -1.679 -3.303
H -0.302 -1.184 -2.984
H 0.512 -2.713 -3.200
H -0.931 -2.637 -2.234
O -5.663 5.507 0.569
P -4.729 5.157 1.659
N -5.593 4.800 3.022
C -6.319 5.895 3.789
C -6.186 3.460 3.231
N -3.556 6.416 2.098
C -2.894 6.393 3.413
C -3.303 7.497 1.136
N -3.748 3.821 1.273
C -2.755 3.204 2.221
C -3.802 3.110 -0.002
H -5.699 6.777 3.953
H -6.704 5.456 4.709
H -7.260 6.141 3.296
H -5.492 2.741 2.795
H -7.211 3.511 2.864
H -6.235 3.196 4.287
H -3.123 7.288 3.992
H -3.097 5.447 3.916
H -1.825 6.257 3.254
H -3.529 7.199 0.112
H -3.999 8.312 1.336
H -2.296 7.913 1.163
H -3.229 2.905 3.156
H -2.179 2.345 1.876
H -1.974 3.889 2.551
H -2.950 2.458 -0.194
H -3.804 3.899 -0.754
H -4.760 2.630 -0.202
O -0.108 -6.485 -2.706
P 0.897 -6.677 -1.606
N 0.774 -5.629 -0.315
C -0.242 -4.557 -0.296
C 1.497 -5.734 0.977
N 2.470 -6.442 -2.154
C 3.128 -7.456 -2.949
C 3.054 -5.119 -2.415
N 0.820 -8.184 -0.850
C 1.867 -8.827 -0.057
C -0.504 -8.784 -0.816
H -0.568 -4.358 0.725
H -1.179 -4.760 -0.816
H 0.195 -3.661 -0.737
H 1.138 -6.596 1.539
H 1.428 -4.884 1.655
H 2.522 -5.844 0.622
H 2.789 -7.493 -3.984
H 4.204 -7.284 -2.902
H 2.990 -8.468 -2.566
H 2.290 -4.416 -2.749
H 3.440 -4.758 -1.462
H 3.914 -5.068 -3.084
H 2.761 -8.205 -0.090
H 1.443 -8.900 0.945
H 2.135 -9.793 -0.485
H -0.471 -9.854 -0.606
H -1.220 -8.686 -1.632
H -0.947 -8.507 0.141
C 1.016 0.334 -0.201
Br 1.078 -1.422 0.733
Br -0.743 0.748 -0.966
Br 2.236 0.005 -1.728
H 1.365 1.114 0.475
```

## Properties
LUMO level (eV): -0.47
E (hartree): -13747.81200
HOMO level (Eh): -0.2894

Results of the Mulliken charge analysis, in e, for atoms 1 through 6: atom 1 (C): -0.4100, atom 2 (N): 0.9784, atom 3 (O): -0.5734, atom 4 (O): -0.4879, atom 5 (H): -0.0488, atom 6 (H): 0.2901

No. 2
# C44H140O26

A cluster of 26 separate species, C44H140O26 in total at a distorted geometry (ωB97M-V with the def2-TZVPD basis set, the Open Molecules 2025 dataset).

XYZ file:
```
210
C44H140O26 | the Open Molecules 2025 dataset | ωB97M-V with the def2-TZVPD basis set
C -3.978 3.565 1.410
C -3.404 2.564 2.433
C -2.055 2.972 2.862
O -4.273 2.551 3.526
H -4.913 3.191 0.993
H -3.243 3.779 0.634
H -4.244 4.488 1.926
H -3.474 1.554 2.027
H -1.389 3.051 2.003
H -1.600 2.228 3.516
H -2.106 3.920 3.397
H -5.115 2.164 3.274
C 0.385 0.422 1.355
C 0.957 0.216 -0.056
C -0.028 -0.583 -0.957
O 1.291 1.461 -0.624
H -0.600 0.888 1.309
H 1.085 0.912 2.031
H 0.134 -0.544 1.793
H 1.887 -0.350 0.005
H -0.281 -1.522 -0.465
H 0.388 -0.805 -1.940
H -0.978 -0.062 -1.078
H 1.975 1.906 -0.118
C 3.090 1.587 6.738
C 2.975 2.396 5.429
C 1.675 2.319 4.662
O 3.229 3.778 5.623
H 2.317 1.916 7.432
H 4.112 1.555 7.117
H 2.793 0.546 6.614
H 3.708 2.004 4.723
H 1.652 2.718 3.648
H 0.911 2.968 5.090
H 1.341 1.281 4.658
H 3.374 4.079 4.723
C 3.185 -1.640 2.814
C 4.413 -2.592 2.687
C 4.794 -2.870 1.226
O 5.506 -1.832 3.334
H 2.290 -2.000 2.307
H 3.397 -0.689 2.324
H 2.964 -1.422 3.858
H 4.213 -3.545 3.177
H 3.999 -3.510 0.845
H 5.677 -3.486 1.053
H 4.898 -1.990 0.592
H 5.320 -1.732 4.270
C -0.021 5.680 -1.097
C -0.841 6.686 -0.357
C -0.580 6.604 1.166
O -0.448 7.992 -0.812
H 1.044 5.851 -0.942
H -0.160 5.703 -2.178
H -0.214 4.655 -0.778
H -1.919 6.619 -0.505
H 0.464 6.778 1.426
H -0.985 5.706 1.633
H -1.113 7.388 1.705
H 0.481 8.133 -0.613
C -5.985 -3.219 0.075
C -5.899 -4.703 0.437
C -5.518 -5.541 -0.777
O -4.916 -4.822 1.403
H -6.677 -2.927 -0.715
H -5.000 -2.932 -0.293
H -6.088 -2.609 0.973
H -6.784 -5.100 0.933
H -4.535 -5.276 -1.166
H -6.297 -5.505 -1.538
H -5.459 -6.600 -0.525
H -4.608 -5.731 1.429
C 1.819 -4.642 -5.855
C 1.127 -3.740 -4.806
C -0.114 -2.995 -5.427
O 0.562 -4.521 -3.810
H 1.102 -5.304 -6.342
H 2.499 -5.353 -5.386
H 2.423 -4.130 -6.604
H 1.774 -2.981 -4.366
H -0.688 -2.438 -4.687
H -0.796 -3.699 -5.904
H 0.139 -2.298 -6.227
H 1.265 -4.806 -3.222
C -1.981 -6.699 0.056
C -2.257 -7.251 1.432
C -1.821 -6.314 2.601
O -3.682 -7.377 1.573
H -2.655 -7.186 -0.648
H -0.937 -6.754 -0.253
H -2.375 -5.694 -0.093
H -1.848 -8.248 1.595
H -0.753 -6.282 2.814
H -2.348 -6.538 3.529
H -2.194 -5.326 2.330
H -3.869 -7.884 2.367
C -1.233 3.848 -5.930
C -1.229 4.845 -4.816
C -0.652 6.131 -5.345
O -2.572 5.000 -4.504
H -1.683 2.890 -5.669
H -0.233 3.544 -6.237
H -1.686 4.295 -6.815
H -0.647 4.459 -3.979
H -0.883 6.972 -4.691
H -1.135 6.454 -6.268
H 0.433 6.155 -5.442
H -2.769 4.335 -3.841
C 6.796 0.479 1.018
O 7.315 -0.723 1.526
H 7.535 0.969 0.384
H 5.859 0.364 0.474
H 6.624 1.147 1.863
H 6.649 -1.066 2.126
C 0.884 -4.661 -0.162
O 0.392 -4.556 1.154
H 1.854 -4.165 -0.182
H 0.947 -5.696 -0.500
H 0.210 -4.127 -0.832
H 0.992 -4.989 1.766
C -2.821 -1.602 1.237
O -3.277 -0.639 0.342
H -3.500 -1.613 2.089
H -2.740 -2.576 0.755
H -1.876 -1.374 1.732
H -3.168 -1.016 -0.534
C -2.501 2.401 -1.912
O -3.232 3.523 -2.420
H -2.165 1.733 -2.705
H -1.691 2.698 -1.247
H -3.150 1.761 -1.313
H -4.090 3.226 -2.730
C 3.627 3.646 -0.148
O 3.276 2.757 0.913
H 4.678 3.926 -0.075
H 3.350 3.147 -1.076
H 3.002 4.529 -0.018
H 3.571 3.214 1.704
C -0.026 -2.605 4.175
O -0.137 -2.553 5.623
H 0.077 -1.601 3.765
H 0.833 -3.191 3.849
H -0.860 -3.032 3.617
H -0.899 -2.020 5.861
C -6.289 0.523 -0.715
O -6.026 0.071 0.597
H -7.180 1.134 -0.855
H -5.445 1.136 -1.030
H -6.164 -0.359 -1.343
H -5.123 -0.251 0.565
C 2.828 5.429 -3.413
O 2.803 4.351 -4.323
H 1.813 5.620 -3.064
H 3.413 5.258 -2.509
H 2.983 6.384 -3.913
H 2.134 3.752 -3.985
C -3.503 -1.454 -3.117
O -3.100 -2.166 -1.957
H -3.817 -0.448 -2.840
H -2.696 -1.341 -3.840
H -4.296 -1.969 -3.660
H -2.623 -2.939 -2.268
C 3.789 -4.945 -2.593
O 2.686 -5.825 -2.649
H 3.782 -4.195 -3.383
H 3.768 -4.328 -1.695
H 4.732 -5.482 -2.700
H 2.873 -6.621 -2.145
C 3.907 -0.955 -2.194
O 5.057 -0.877 -3.006
H 3.107 -1.511 -2.682
H 4.064 -1.483 -1.253
H 3.478 0.024 -1.980
H 5.687 -0.208 -2.730
C 6.150 2.341 -1.979
O 6.655 1.496 -2.945
H 6.883 2.540 -1.198
H 5.928 3.329 -2.383
H 5.246 1.968 -1.499
H 7.346 1.998 -3.383
C -2.326 2.742 6.427
O -3.410 1.955 6.064
H -1.406 2.503 5.893
H -2.611 3.777 6.242
H -2.021 2.570 7.459
H -3.722 2.244 5.203
C -2.931 -0.886 4.671
O -2.212 -0.466 5.799
H -3.039 -0.132 3.890
H -2.459 -1.771 4.246
H -3.887 -1.240 5.056
H -2.600 0.348 6.129
C 2.781 5.710 2.864
O 3.712 4.660 2.842
H 2.806 6.170 1.876
H 1.805 5.250 3.018
H 2.950 6.461 3.636
H 4.568 5.071 2.700
C -2.800 -5.459 -3.664
O -2.096 -4.318 -3.275
H -3.837 -5.148 -3.790
H -2.483 -5.856 -4.628
H -2.683 -6.248 -2.921
H -1.160 -4.525 -3.327
C 0.879 1.500 -4.121
O 1.068 2.507 -3.119
H -0.164 1.208 -4.244
H 1.251 1.842 -5.086
H 1.472 0.625 -3.857
H 1.065 2.088 -2.256
```

## Properties
LUMO level (eV): -0.07
E (hartree): -3716.32044
HOMO level (Eh): -0.3397

Results of the Mulliken charge analysis, in e, for atoms 1 through 6: atom 1 (C): -1.5334, atom 2 (C): 2.3658, atom 3 (C): -1.1704, atom 4 (O): -0.6396, atom 5 (H): 0.3547, atom 6 (H): 0.0933